[1]
Computed, not measured: an isolated molecule of C38H36N2O2 at a distorted geometry, with wB97M-V/def2-TZVPD.

Properties
Energy relative to the best compared isomer or geometry (same formula, charge and spin) ... 0.0000 eV
HOMO-LUMO gap ... 7.02 eV
SMILES string ... O=C(c1ccccc1)C(C(=O)c1ccccc1)C(c1cc2c3c(c1)CCN3CCC2)c1cc2c3c(c1)CCN3CCC2

```
! wB97M-V def2-TZVPD RIJCOSX def2/J DEFGRID3
* xyz 0 1
O 3.020 -1.534 0.467
C 1.992 -2.146 0.225
C 2.065 -3.457 -0.509
C 1.138 -4.490 -0.301
C 1.449 -5.790 -0.713
C 2.543 -5.993 -1.568
C 3.344 -4.907 -1.968
C 3.131 -3.648 -1.411
C 0.594 -1.603 0.623
C 0.491 -1.986 2.120
O 1.431 -1.775 2.876
C -0.775 -2.620 2.702
C -0.939 -4.007 2.593
C -1.881 -4.682 3.378
C -2.628 -3.983 4.333
C -2.500 -2.588 4.426
C -1.615 -1.912 3.583
C 0.608 -0.136 0.354
C 0.847 0.248 -1.124
C 0.831 1.621 -1.439
C 1.124 2.092 -2.719
C 1.699 1.158 -3.585
C 1.855 -0.201 -3.273
C 1.254 -0.682 -2.112
C 2.680 -0.813 -4.349
C 2.928 0.338 -5.367
N 2.207 1.454 -4.800
C 2.159 2.775 -5.377
C 1.035 3.594 -4.741
C 0.947 3.486 -3.206
C -0.475 0.685 1.077
C -1.486 1.389 0.398
C -2.241 2.361 1.058
C -2.117 2.407 2.449
C -1.195 1.647 3.181
C -0.302 0.862 2.466
C -1.416 1.926 4.628
C -2.541 2.998 4.650
N -2.816 3.243 3.250
C -3.737 4.228 2.746
C -3.410 4.574 1.289
C -3.123 3.357 0.395
H 0.182 -4.239 0.164
H 0.815 -6.623 -0.396
H 2.747 -6.992 -1.955
H 4.131 -5.045 -2.719
H 3.774 -2.803 -1.673
H -0.230 -2.087 0.069
H -0.285 -4.559 1.924
H -2.018 -5.755 3.241
H -3.327 -4.519 4.979
H -3.104 -2.036 5.152
H -1.558 -0.823 3.620
H 1.528 0.228 0.854
H 0.564 2.342 -0.666
H 1.109 -1.762 -2.025
H 3.648 -1.170 -3.968
H 2.175 -1.663 -4.822
H 2.562 0.089 -6.374
H 4.002 0.575 -5.449
H 3.132 3.285 -5.241
H 1.996 2.677 -6.460
H 1.160 4.638 -5.037
H 0.083 3.247 -5.162
H 1.700 4.143 -2.749
H -0.031 3.866 -2.890
H -1.643 1.251 -0.672
H 0.551 0.416 2.981
H -0.514 2.301 5.124
H -1.747 1.029 5.171
H -2.231 3.920 5.166
H -3.439 2.620 5.166
H -3.659 5.124 3.382
H -4.778 3.861 2.828
H -4.241 5.153 0.878
H -2.525 5.225 1.285
H -4.068 2.883 0.088
H -2.637 3.713 -0.522
*
```

---

[2]
Computed, not measured: a structure of composition C38H36N2O2STa, with wB97M-V/def2-TZVPD.

Properties
Energy relative to the best compared isomer or geometry (same formula, charge and spin) ... 0.0000 eV
HOMO-LUMO gap ... 6.92 eV

```
! wB97M-V def2-TZVPD RIJCOSX def2/J DEFGRID3
* xyz 1 1
Ta 0.057 0.188 0.290
C -1.512 3.506 2.860
C -1.205 2.098 2.458
O -0.658 1.953 1.342
C -1.575 0.981 3.316
C -2.223 1.228 4.538
C -2.613 0.204 5.370
C -2.359 -1.117 4.983
C -1.726 -1.385 3.787
C -1.330 -0.346 2.954
O -0.704 -0.675 1.810
H -1.094 4.180 2.118
H -1.093 3.731 3.840
H -2.592 3.654 2.916
H -2.420 2.250 4.832
H -3.107 0.418 6.306
H -2.656 -1.938 5.621
H -1.511 -2.397 3.473
C -1.965 -5.917 -3.155
C -2.885 -5.344 -2.289
C -2.539 -4.215 -1.563
C -1.284 -3.627 -1.711
C -0.362 -4.219 -2.573
C -0.700 -5.357 -3.286
C -0.976 -2.421 -0.913
C -0.197 -1.373 -1.241
C 0.390 -1.208 -2.603
C -0.440 -1.137 -3.724
C 0.088 -0.944 -4.991
C 1.460 -0.820 -5.166
C 2.296 -0.896 -4.061
C 1.763 -1.079 -2.792
H -2.226 -6.804 -3.716
H -3.867 -5.782 -2.172
H -3.253 -3.779 -0.874
H 0.629 -3.797 -2.672
H 0.028 -5.812 -3.944
H -1.450 -2.423 0.067
H -1.508 -1.272 -3.601
H -0.574 -0.912 -5.848
H 1.876 -0.681 -6.155
H 3.368 -0.819 -4.186
H 2.424 -1.160 -1.937
N -1.970 3.823 -5.559
C -1.668 4.380 -4.377
S -1.769 5.970 -4.024
C -1.258 3.403 -3.317
C -0.159 3.663 -2.507
C 0.179 2.758 -1.530
N -0.524 1.628 -1.323
C -1.590 1.380 -2.094
C -1.984 2.240 -3.100
H -2.247 4.428 -6.316
H -1.751 2.863 -5.764
H 0.414 4.569 -2.642
H 1.029 2.917 -0.880
H -2.125 0.460 -1.904
H -2.859 2.007 -3.691
C 4.212 1.063 1.328
C 3.014 0.139 1.605
C 3.513 -1.309 1.503
C 1.934 0.340 0.573
C 2.397 0.451 2.972
C 2.135 -0.529 3.920
C 1.565 -0.205 5.150
C 1.265 1.109 5.459
C 1.518 2.101 4.517
C 2.061 1.770 3.287
H 4.650 0.823 0.359
H 4.978 0.927 2.092
H 3.927 2.114 1.319
H 3.944 -1.474 0.516
H 2.701 -2.025 1.632
H 4.286 -1.508 2.248
H 2.252 0.483 -0.485
H 2.378 -1.563 3.720
H 1.377 -0.990 5.872
H 0.850 1.363 6.425
H 1.310 3.138 4.749
H 2.238 2.555 2.562
*
```

---

[3]
Computed, not measured: a structure of composition C38H36N7OP2Se2Zr, with wB97M-V/def2-TZVPD.

Properties
Energy relative to the best compared isomer or geometry (same formula, charge and spin) ... 2.2209 eV
HOMO-LUMO gap ... 3.68 eV

```
! wB97M-V def2-TZVPD RIJCOSX def2/J DEFGRID3
* xyz 3 1
Zr 1.485 2.382 0.631
O 2.141 4.724 0.605
C 2.129 5.328 1.932
C 0.698 5.555 2.359
C -0.175 4.334 2.038
C -0.738 4.312 0.623
C -1.910 4.985 0.345
C -2.427 4.955 -0.943
C -1.765 4.243 -1.933
C -0.600 3.588 -1.597
N -0.087 3.641 -0.357
H 1.989 5.394 -0.072
H 2.736 6.230 1.932
H 2.630 4.600 2.576
H 0.279 6.423 1.846
H 0.670 5.780 3.425
H -1.009 4.250 2.734
H 0.385 3.393 2.313
H -2.428 5.511 1.136
H -3.350 5.475 -1.168
H -2.144 4.187 -2.942
H -0.057 3.005 -2.329
Se -3.454 -1.829 2.836
P -3.057 -1.776 0.796
C -4.248 -1.007 -0.313
C -5.570 -0.893 0.099
C -6.512 -0.344 -0.762
C -6.131 0.092 -2.021
C -4.805 -0.014 -2.432
C -3.863 -0.562 -1.579
C -2.597 -3.364 0.084
C -1.862 -4.260 0.865
C -1.576 -5.526 0.384
C -2.046 -5.921 -0.864
C -2.812 -5.049 -1.626
C -3.091 -3.773 -1.157
C -1.688 -0.535 0.655
C -0.340 -0.402 0.477
N -0.030 0.933 0.712
N -1.221 1.567 0.990
N -2.174 0.748 0.951
P 1.082 -1.449 0.188
Se 2.719 0.029 0.563
C 1.236 -2.059 -1.480
C 2.209 -1.584 -2.360
C 2.292 -2.113 -3.638
C 1.411 -3.108 -4.037
C 0.449 -3.589 -3.159
C 0.361 -3.077 -1.876
C 1.160 -2.741 1.389
C 0.616 -2.526 2.660
C 0.735 -3.513 3.621
C 1.400 -4.697 3.317
C 1.944 -4.905 2.056
C 1.826 -3.928 1.081
H -5.855 -1.228 1.089
H -7.544 -0.261 -0.447
H -6.870 0.513 -2.691
H -4.516 0.318 -3.421
H -2.832 -0.661 -1.909
H -1.561 -3.976 1.865
H -1.021 -6.224 0.998
H -1.844 -6.921 -1.225
H -3.219 -5.373 -2.576
H -3.710 -3.116 -1.750
H 2.910 -0.821 -2.050
H 3.055 -1.760 -4.318
H 1.484 -3.520 -5.035
H -0.227 -4.377 -3.464
H -0.369 -3.482 -1.189
H 0.073 -1.616 2.889
H 0.301 -3.369 4.601
H 1.489 -5.468 4.072
H 2.455 -5.831 1.829
H 2.242 -4.096 0.094
N 6.487 2.543 -1.580
C 5.789 2.531 -0.441
C 4.392 2.725 -0.394
N 3.739 2.657 0.766
C 4.423 2.466 1.900
C 5.804 2.297 1.837
N 6.466 2.313 0.699
H 6.072 2.747 -2.472
H 7.488 2.435 -1.530
H 3.822 2.898 -1.302
H 3.885 2.402 2.837
H 6.376 2.134 2.744
*
```

---

[4]
Computed, not measured: a cluster of 2 separate species, C38H36O2P in total at a distorted geometry, with wB97M-V/def2-TZVPD.

Properties
Energy relative to the best compared isomer or geometry (same formula, charge and spin) ... 0.8792 eV
HOMO-LUMO gap ... 5.72 eV

```
! wB97M-V def2-TZVPD RIJCOSX def2/J DEFGRID3
* xyz 1 1
C 4.359 1.259 5.458
C 3.188 0.813 4.648
C 3.389 0.112 3.460
C 2.312 -0.313 2.695
C 0.990 -0.039 3.115
P -0.339 -0.755 2.088
C -0.145 -2.452 2.759
C -1.066 -3.412 2.286
C -1.167 -4.644 2.920
C -0.374 -4.939 4.034
C -0.563 -6.230 4.784
C 0.585 -4.024 4.459
C 0.715 -2.791 3.821
C -1.786 -0.326 3.143
C -2.506 0.832 2.805
C -3.644 1.223 3.506
C -4.022 0.520 4.658
C -5.173 0.997 5.480
C -3.287 -0.607 5.033
C -2.185 -1.031 4.294
C 0.786 0.681 4.296
C 1.878 1.075 5.064
H 4.029 1.816 6.334
H 4.934 0.396 5.802
H 5.048 1.888 4.887
H 4.411 -0.098 3.133
H 2.483 -0.883 1.773
H -1.741 -3.192 1.467
H -1.867 -5.418 2.602
H 0.149 -6.273 5.619
H -1.585 -6.283 5.191
H -0.418 -7.101 4.128
H 1.219 -4.296 5.310
H 1.463 -2.121 4.232
H -2.163 1.480 1.999
H -4.227 2.088 3.197
H -5.383 0.261 6.252
H -4.960 1.956 5.968
H -6.069 1.140 4.868
H -3.599 -1.147 5.928
H -1.637 -1.911 4.650
H -0.231 0.911 4.636
H 1.713 1.612 5.993
C 6.526 1.670 -1.361
C 5.698 1.581 -0.067
C 4.299 1.459 -0.584
C 4.361 1.398 -1.999
O 5.613 1.569 -2.508
C 3.189 1.299 -2.772
C 1.986 1.174 -2.117
C 1.853 1.330 -0.697
C 0.537 1.385 -0.090
C -0.483 2.211 -0.658
C -1.888 2.118 -0.354
C -2.809 2.913 -0.998
C -2.408 3.785 -2.036
O -3.432 4.430 -2.644
C -4.681 3.943 -2.001
C -4.297 3.051 -0.824
C -1.042 3.932 -2.343
C -0.123 3.196 -1.649
C 3.074 1.435 0.050
H 7.067 2.628 -1.439
H 7.241 0.835 -1.429
H 6.002 0.711 0.526
H 5.865 2.462 0.557
H 3.286 1.287 -3.858
H 1.103 0.993 -2.714
H 0.364 0.884 0.880
H -2.278 1.366 0.336
H -5.259 4.833 -1.700
H -5.237 3.366 -2.758
H -4.841 2.103 -0.853
H -4.587 3.532 0.118
H -0.748 4.627 -3.128
H 0.925 3.352 -1.872
H 3.058 1.489 1.141
*
```

---

[5]
Computed, not measured: a structure of composition C38H37AsIrNP at a distorted geometry, with wB97M-V/def2-TZVPD.

Properties
Energy relative to the best compared isomer or geometry (same formula, charge and spin) ... 0.0000 eV
HOMO-LUMO gap (spin up / spin down) ... 8.13 / 6.74 eV
<S²> ... 6.042

```
! wB97M-V def2-TZVPD RIJCOSX def2/J DEFGRID3
* xyz 1 5
Ir 0.000 0.000 0.000
C 0.731 -3.614 4.034
C -0.080 -3.566 2.905
C -0.315 -2.346 2.261
C 0.236 -1.143 2.729
C 1.070 -1.227 3.859
C 1.310 -2.442 4.510
N 0.000 0.000 2.037
C -0.235 1.142 2.731
C -1.068 1.225 3.862
C -1.307 2.439 4.514
C -0.729 3.612 4.038
C 0.080 3.565 2.908
C 0.314 2.346 2.263
H 0.916 -4.557 4.535
H -0.534 -4.470 2.514
H -0.948 -2.322 1.376
H 1.543 -0.321 4.234
H 1.954 -2.460 5.382
H -1.540 0.319 4.237
H -1.949 2.456 5.388
H -0.914 4.554 4.540
H 0.532 4.470 2.518
H 0.946 2.323 1.376
C -2.759 -1.149 -0.528
P -1.143 -1.980 -0.809
C -0.758 -1.316 -2.472
C -1.677 -3.697 -1.108
C -2.384 -4.375 -0.102
C -2.805 -5.697 -0.277
C -2.516 -6.368 -1.461
C -1.800 -5.719 -2.463
C -1.379 -4.397 -2.285
H -3.204 -1.467 0.420
H -3.470 -1.366 -1.331
H -2.621 -0.065 -0.482
H -1.570 -1.489 -3.184
H 0.156 -1.766 -2.870
H -0.591 -0.236 -2.414
H -2.611 -3.883 0.842
H -3.351 -6.201 0.515
H -2.839 -7.396 -1.599
H -1.561 -6.243 -3.385
H -0.808 -3.936 -3.086
C 4.496 4.248 -1.682
C 3.372 3.848 -2.405
C 2.784 2.605 -2.154
C 3.316 1.740 -1.184
C 4.439 2.165 -0.448
C 5.026 3.408 -0.701
As 2.434 0.000 -0.861
C 2.787 -0.893 -2.588
C 2.141 -0.413 -3.739
C 2.350 -1.018 -4.981
C 3.203 -2.117 -5.088
C 3.837 -2.618 -3.950
C 3.627 -2.016 -2.705
C 3.751 -0.869 0.311
C 3.302 -1.403 1.526
C 4.199 -2.024 2.400
C 5.553 -2.116 2.064
C 6.009 -1.586 0.853
C 5.113 -0.964 -0.021
H 4.951 5.211 -1.875
H 2.953 4.502 -3.158
H 1.907 2.328 -2.716
H 4.867 1.556 0.330
H 5.892 3.724 -0.132
H 1.464 0.424 -3.681
H 1.848 -0.635 -5.860
H 3.364 -2.586 -6.050
H 4.488 -3.479 -4.031
H 4.120 -2.443 -1.849
H 2.256 -1.334 1.796
H 3.846 -2.433 3.338
H 6.247 -2.597 2.741
H 7.057 -1.657 0.593
H 5.477 -0.554 -0.955
H -0.813 1.408 -0.575
*
```

---

[6]
Computed, not measured: a cluster of 7 separate species, C38H37F2N2O2 in total at a distorted geometry, with wB97M-V/def2-TZVPD.

Properties
HOMO-LUMO gap ... 5.36 eV

```
! wB97M-V def2-TZVPD RIJCOSX def2/J DEFGRID3
* xyz -1 1
N 0.391 -4.800 4.247
N 1.809 -4.799 4.259
C 2.385 -5.904 3.556
O 2.055 -6.361 2.551
F 3.473 -6.458 4.160
C 2.353 -3.603 3.720
O 3.083 -2.943 4.335
F 2.061 -3.199 2.468
H 0.037 -4.887 3.285
C 2.251 0.043 2.820
C 2.503 0.528 1.544
C 1.803 1.630 1.066
C 0.857 2.251 1.869
C 0.607 1.768 3.148
C 1.301 0.662 3.621
H 2.794 -0.817 3.191
H 3.246 0.046 0.919
H 1.997 2.004 0.067
H 0.314 3.113 1.499
H -0.131 2.254 3.776
H 1.103 0.281 4.615
C 6.172 1.835 -1.114
C 6.426 2.319 -2.391
C 5.728 3.420 -2.868
C 4.782 4.044 -2.065
C 4.531 3.562 -0.787
C 5.223 2.455 -0.313
H 6.713 0.974 -0.743
H 7.167 1.835 -3.015
H 5.922 3.794 -3.867
H 4.240 4.906 -2.435
H 3.794 4.049 -0.160
H 5.023 2.076 0.682
C -3.186 2.442 -0.872
C -2.437 2.311 0.289
C -3.040 2.481 1.528
C -4.395 2.772 1.606
C -5.146 2.900 0.445
C -4.541 2.739 -0.794
H -2.715 2.313 -1.839
H -1.382 2.077 0.229
H -2.452 2.383 2.433
H -4.866 2.899 2.573
H -6.204 3.126 0.507
H -5.125 2.843 -1.700
C -2.648 -6.120 2.760
C -3.012 -4.861 3.217
C -4.189 -4.696 3.934
C -5.000 -5.792 4.202
C -4.634 -7.052 3.748
C -3.461 -7.215 3.024
H -1.731 -6.248 2.200
H -2.375 -4.009 3.015
H -4.475 -3.712 4.286
H -5.916 -5.663 4.766
H -5.265 -7.907 3.959
H -3.177 -8.197 2.666
C -7.824 4.857 -4.220
C -7.699 5.455 -5.467
C -6.454 5.882 -5.910
C -5.333 5.703 -5.111
C -5.458 5.102 -3.865
C -6.704 4.683 -3.419
H -8.795 4.527 -3.873
H -8.572 5.590 -6.093
H -6.357 6.354 -6.880
H -4.362 6.031 -5.459
H -4.584 4.960 -3.242
H -6.802 4.219 -2.445
C 6.215 -3.036 -3.792
C 5.747 -1.730 -3.846
C 5.221 -1.133 -2.709
C 5.170 -1.839 -1.514
C 5.640 -3.144 -1.459
C 6.159 -3.744 -2.598
H 6.623 -3.504 -4.680
H 5.793 -1.176 -4.777
H 4.850 -0.116 -2.752
H 4.763 -1.372 -0.626
H 5.600 -3.694 -0.527
H 6.520 -4.764 -2.556
*
```